Entry 1:
A cluster of 4 separate species, C30H27IN2O15P in total, computed with ωB97M-V/def2-TZVPD.

CARTESIAN COORDINATES (ANGSTROEM)
C 4.63753 -0.41747 0.11828
C 4.26258 0.97139 -0.29992
C 5.08358 2.13718 0.18876
N 3.24004 1.25371 -1.00547
N 2.64906 0.08575 -1.61566
C 1.38488 -0.37902 -0.97304
C 0.74365 0.69280 -0.08915
C -0.74516 0.51048 0.13991
C -1.36169 -0.73137 0.29657
C -2.73722 -0.82678 0.46861
C -3.52119 0.31846 0.49055
C -2.92222 1.56555 0.36466
C -1.54807 1.65128 0.19199
C 1.70299 -1.73258 -0.23851
O 2.22957 -2.59514 -0.96209
O 1.41760 -1.78982 0.99175
P 2.41802 0.62077 -3.23019
O 3.99086 0.75743 -3.69291
I 1.83911 -1.50582 -4.35837
H 4.79982 -1.07482 -0.73644
H 5.53007 -0.41796 0.74760
H 3.83341 -0.86289 0.71088
H 4.73574 2.43854 1.18165
H 4.90344 2.98434 -0.47304
H 6.14207 1.88372 0.21693
H 0.65710 -0.62496 -1.75572
H 1.25200 0.70512 0.87861
H 0.85560 1.67485 -0.55544
H -0.76743 -1.63434 0.29969
H -3.20237 -1.80044 0.57058
H -4.59863 0.25068 0.60106
H -3.50761 2.47770 0.38194
H -1.06738 2.61869 0.08946
H 4.32788 -0.07736 -4.04095
C -6.54201 -6.31128 1.05554
C -5.95758 -5.21133 1.55064
C -5.21985 -4.22897 0.67202
O -4.74472 -3.25331 1.22064
C -5.12064 -4.50182 -0.74801
C -5.70192 -5.60371 -1.24020
C -6.46124 -6.57276 -0.36654
O -6.96867 -7.53481 -0.91682
O -5.66932 -5.94304 -2.52209
O -5.97168 -4.88278 2.83287
H -7.07429 -7.01882 1.67514
H -4.57523 -3.80122 -1.36511
H -6.16901 -6.77953 -2.59073
H -5.47159 -4.04375 2.89984
C 6.67007 0.12186 4.98984
C 7.22492 0.99137 5.84320
C 8.21420 2.03928 5.39540
O 8.64798 2.79142 6.25168
C 8.59181 2.08634 3.99917
C 8.04002 1.21464 3.14219
C 7.02931 0.18358 3.58509
O 6.57506 -0.54555 2.72678
O 8.32866 1.17185 1.85150
O 6.96246 1.01771 7.14479
H 5.95704 -0.62911 5.29939
H 9.31449 2.82830 3.69071
H 7.78533 0.44982 1.47469
H 7.49887 1.74892 7.50853
C -6.49599 3.13363 -3.48428
C -5.85594 3.49286 -2.36275
C -4.45136 4.04847 -2.38135
O -3.97192 4.36325 -1.30931
C -3.76800 4.16622 -3.65390
C -4.40696 3.80183 -4.77315
C -5.82075 3.27333 -4.75731
O -6.31803 2.99001 -5.83345
O -3.86916 3.87189 -5.98352
O -6.38465 3.39987 -1.15263
H -7.50157 2.73795 -3.48091
H -2.75576 4.54471 -3.65564
H -4.55273 3.54371 -6.59954
H -5.69729 3.72130 -0.53502

Atomic forces in eV per Å
0.35 -0.07 0.20
-0.19 -0.10 0.22
-0.63 0.09 -0.05
0.64 -0.02 -0.50
-0.70 -0.11 -0.13
-0.01 -0.16 0.48
-0.32 -0.03 0.02
0.06 0.00 0.01
-0.06 -0.04 -0.05
0.03 0.06 -0.13
-0.17 0.16 0.03
0.10 -0.04 -0.02
0.10 -0.10 -0.02
0.02 -0.17 0.61
-0.14 0.05 0.07
0.21 0.16 -0.71
0.15 0.55 0.16
-0.15 -0.05 -0.35
0.03 -0.13 -0.01
-0.19 0.05 -0.06
-0.11 0.09 -0.18
-0.03 -0.01 -0.12
0.25 -0.12 0.10
0.14 -0.01 0.01
0.01 0.06 0.06
0.18 -0.03 -0.12
0.02 -0.01 -0.04
0.18 -0.03 0.04
0.11 0.06 0.03
0.11 0.18 0.02
0.03 -0.07 0.04
-0.04 -0.06 0.03
-0.10 0.04 -0.04
0.13 -0.03 0.19
-0.08 -0.11 -0.04
-0.05 -0.10 0.09
0.10 0.02 -0.28
-0.18 -0.13 0.18
0.05 0.12 0.02
0.08 0.09 -0.07
-0.05 -0.02 0.25
0.03 0.00 -0.11
-0.03 -0.02 0.02
0.00 0.03 -0.02
0.00 0.01 0.02
0.00 -0.02 -0.01
-0.02 -0.02 0.02
0.03 0.02 -0.03
-0.07 -0.08 -0.05
-0.10 -0.09 0.02
0.10 0.06 -0.22
-0.03 -0.04 0.10
0.06 0.11 0.07
0.12 0.09 -0.06
-0.15 -0.07 0.25
0.21 -0.02 0.04
-0.02 -0.03 0.03
0.03 0.02 0.00
-0.01 0.02 0.01
-0.01 0.00 -0.02
-0.04 -0.01 0.01
0.02 0.03 -0.02
-0.08 -0.02 -0.11
-0.12 -0.09 0.01
0.22 -0.02 -0.18
-0.10 0.08 0.09
0.06 0.07 0.10
0.14 0.03 0.01
-0.17 -0.06 0.18
0.08 0.02 -0.08
-0.04 0.01 0.00
0.02 0.04 0.00
0.00 0.00 0.02
0.01 -0.02 -0.02
-0.03 -0.02 0.00
0.05 -0.01 0.00

Values from the calculation:
- lowest unoccupied orbital energy (eV) = 0.045
- E_tot (Ha) = -3036.6286
- frontier orbital gap (eV) = 4.647
- total charge = -1

***

Entry 2:
A structure of composition C30H27N5O4Pt at a distorted geometry, computed with ωB97M-V/def2-TZVPD.

CARTESIAN COORDINATES (ANGSTROEM)
Pt 0.54401 -0.73529 0.67458
C 4.77263 -1.40089 1.62737
O 3.89246 -1.64608 2.77763
C 2.68376 -1.36803 2.38533
N 2.51671 -0.87532 1.20060
C 3.82577 -0.86901 0.51754
C 3.86946 -1.68086 -0.75600
C 5.12087 -1.85155 -1.34422
C 5.26300 -2.59225 -2.50645
C 4.14767 -3.17160 -3.09442
C 2.90108 -2.99415 -2.51695
C 2.75758 -2.24806 -1.35169
C 1.51095 -1.67474 3.20879
C 1.44423 -1.96406 4.56028
C 0.18452 -2.12361 5.12984
C -0.96329 -1.95129 4.35967
C -0.80687 -1.67231 3.01510
N 0.40738 -1.59720 2.46970
C -1.83400 -1.39965 2.01118
N -1.47851 -1.15152 0.79998
C -2.71669 -1.23883 -0.04064
C -3.80933 -1.11856 1.03507
O -3.10683 -1.45526 2.28363
C -2.79942 -0.30317 -1.22598
C -1.69583 -0.15930 -2.05982
C -1.76523 0.63431 -3.19022
C -2.95824 1.27113 -3.52053
C -4.07524 1.09824 -2.71659
C -3.99545 0.31463 -1.56784
H 5.22543 -2.35348 1.36787
H 5.52849 -0.68872 1.94240
H 4.08456 0.16824 0.29271
H 5.99831 -1.39878 -0.89380
H 6.24214 -2.71622 -2.94843
H 4.25022 -3.75606 -3.99837
H 2.02892 -3.44179 -2.97532
H 1.75344 -2.13289 -0.95604
H 2.34826 -2.04803 5.14758
H 0.09689 -2.35171 6.18319
H -1.95236 -2.01904 4.79167
H -2.73182 -2.25596 -0.44798
H -4.59694 -1.85557 0.92361
H -4.22442 -0.11695 1.14278
H -0.77957 -0.67540 -1.82115
H -0.89864 0.74320 -3.82968
H -3.01780 1.88102 -4.41195
H -5.01367 1.56868 -2.97885
H -4.87744 0.20181 -0.95128
O -4.77988 2.91126 0.71232
C -4.09041 3.98092 0.08000
N -2.85215 3.42361 -0.38687
C -1.65099 4.04142 -0.25177
O -1.48848 5.17061 0.14761
C -0.45959 3.17294 -0.58128
C 0.71147 3.73216 -1.07132
C 1.82344 2.91835 -1.23371
C 1.74264 1.59125 -0.85731
N 0.61310 1.05737 -0.37248
C -0.47164 1.83207 -0.25833
H -5.67527 3.20243 0.91505
H -3.84912 4.78688 0.77310
H -4.68202 4.38158 -0.74698
H -2.92000 2.55633 -0.89819
H 0.73746 4.79008 -1.30022
H 2.75187 3.30624 -1.62721
H 2.59352 0.93326 -0.95190
H -1.35510 1.38314 0.16557

Atomic forces in eV per Å
-0.10 0.62 1.23
-0.06 0.03 -0.03
0.00 -0.05 0.05
0.26 -0.10 -0.32
0.03 -0.15 -0.01
0.10 0.26 0.09
0.13 0.07 0.11
0.08 -0.01 -0.09
0.02 0.06 0.10
-0.08 0.00 0.01
0.01 -0.03 -0.09
-0.16 -0.18 -0.32
-0.01 -0.07 0.28
-0.01 0.00 -0.01
0.00 0.00 -0.04
0.01 0.02 0.07
0.08 -0.08 0.41
-0.06 -0.28 -0.34
-0.30 -0.13 -0.10
-0.07 0.63 -0.65
-0.04 -0.04 -0.07
-0.02 -0.08 -0.11
-0.07 -0.21 0.04
-0.05 -0.08 0.17
-0.17 -0.10 -0.13
-0.07 0.05 -0.09
0.03 -0.04 0.04
0.04 -0.03 0.04
-0.02 0.13 0.01
0.02 -0.01 0.01
-0.01 0.01 0.03
0.01 0.00 0.04
0.00 -0.01 -0.01
0.00 0.00 0.00
0.00 0.00 0.00
0.00 0.00 0.01
0.11 -0.03 0.14
0.00 0.01 -0.01
-0.01 0.00 0.00
0.00 0.00 -0.01
0.13 -0.02 0.11
-0.08 0.07 -0.02
0.10 0.05 0.07
0.14 -0.11 -0.07
0.00 0.00 0.01
-0.01 0.00 0.01
0.01 0.00 0.00
-0.02 0.00 0.00
0.06 -0.01 -0.03
-0.04 0.08 0.08
0.10 -0.09 -0.02
-0.14 -0.12 -0.05
0.05 0.04 0.00
-0.05 0.01 0.08
0.04 0.00 -0.01
-0.09 0.03 0.02
0.00 0.09 -0.22
0.16 -0.49 -0.44
0.07 0.31 0.19
-0.02 0.02 0.02
0.00 0.02 -0.01
-0.01 -0.02 -0.03
0.01 0.02 -0.07
0.02 0.00 0.00
0.00 0.00 0.00
-0.06 -0.05 -0.07
0.01 -0.04 0.01

Values from the calculation:
- lowest unoccupied orbital energy (eV) = -7.031
- E_tot (Ha) = -1852.9940
- frontier orbital gap (eV) = 7.310
- total charge = +2